No. 1
Below is a molecular structure, C15H18Cl3NO2PS2SiW in a non-equilibrium geometry, with properties calculated with ωB97M-V/def2-TZVPD.

**Charge**: +2
**Orbital gap (alpha / beta)**: 6.665 / 6.689 eV
**<S²>**: 0.759
**Relative energy (zero: lowest compared OMol25 entry of this formula, charge and spin)**: 0.0000 eV
**Multiplicity**: 2

The geometry in XYZ format:
```
44
C15H18Cl3NO2PS2SiW ωB97M-V/def2-TZVPD
C -0.835 2.126 -0.722
H 1.674 -3.639 -2.747
C 0.750 5.044 1.062
H 2.247 -3.447 0.378
C -2.284 2.859 -2.453
C -1.739 1.848 -1.676
H -2.085 0.820 -1.922
C 1.631 -3.705 -0.551
N 0.886 2.657 1.257
Si 0.419 -0.369 2.366
H -2.926 2.573 -3.235
H -0.880 5.493 -1.045
H 3.312 4.017 3.082
C 2.455 4.006 2.439
H -2.137 4.970 -2.996
Cl -0.216 0.365 4.069
W 0.514 0.817 0.150
H -2.384 -4.090 -1.298
H 1.076 -4.631 -0.432
H 2.717 -2.432 -1.808
C -1.084 4.446 -1.234
C 0.425 3.753 0.620
H -1.196 -6.140 -0.521
P -0.659 -2.490 0.501
S -0.290 -2.367 2.513
C 2.363 -3.525 -1.849
H 2.247 1.854 2.607
Cl 2.246 0.582 -1.148
H -3.432 -4.195 0.168
C -2.505 -4.462 -0.298
H -2.211 -6.128 0.966
C 1.888 2.771 2.139
C -0.548 3.468 -0.432
S -1.411 -0.694 -0.233
O -1.558 -3.734 0.595
O 0.520 -2.642 -0.563
H 2.146 6.203 2.245
H 3.243 -4.135 -1.873
C -1.864 4.161 -2.317
H 0.325 5.888 0.558
Cl 2.482 -0.675 2.416
C -2.187 -5.896 -0.121
H -2.919 -6.482 -0.690
C 1.785 5.158 2.035
```

No. 2
Below is 2 unconnected molecules or ions with the total composition CH3O2S in a non-equilibrium geometry, with properties calculated with ωB97M-V/def2-TZVPD.

**Charge**: -1
**Orbital gap (alpha / beta)**: 6.078 / 6.606 eV
**Relative energy (zero: lowest compared OMol25 entry of this formula, charge and spin)**: 8.0911 eV

The geometry in XYZ format:
```
7
CH3O2S ωB97M-V/def2-TZVPD
H -1.300 -0.223 -0.921
H 1.381 -0.689 1.079
H -0.271 -1.134 1.506
O 0.754 -0.084 -1.773
S 0.066 0.285 -0.488
O -1.054 2.678 -0.150
C 0.425 -0.833 0.747
```

No. 3
Below is 3 unconnected molecules or ions with the total composition C3H12NOS2 in a non-equilibrium geometry, with properties calculated with ωB97M-V/def2-TZVPD.

**Charge**: +1
**Orbital gap**: 2.608 eV
**Relative energy (zero: lowest compared OMol25 entry of this formula, charge and spin)**: 6.5514 eV

The geometry in XYZ format:
```
19
C3H12NOS2 ωB97M-V/def2-TZVPD
S -6.503 -0.307 -0.575
H -5.942 0.209 0.614
H 2.603 1.512 -1.681
H -0.031 -0.419 2.138
C 1.445 0.103 -0.375
H 0.277 -1.478 -0.742
H 1.505 -0.334 0.633
S -1.264 0.074 0.336
O 0.893 -0.441 2.543
H 1.834 -1.830 -1.170
N 1.171 -1.103 -1.142
H 3.431 0.090 -1.086
H 0.181 1.808 0.157
H 3.029 1.429 0.076
H -6.438 -1.602 -0.644
H 1.026 -0.619 3.508
C 0.096 0.923 -0.408
C 2.685 0.820 -0.741
H -0.002 1.164 -1.441
```

No. 4
Below is a single C3H5N3O molecule in a non-equilibrium geometry, with properties calculated with ωB97M-V/def2-TZVPD.

**Structure (SMILES)**: [H]/N=C1\CON=C1N
**Orbital gap**: 9.362 eV
**Relative energy (zero: lowest compared OMol25 entry of this formula, charge and spin)**: 3.3419 eV

The geometry in XYZ format:
```
12
C3H5N3O ωB97M-V/def2-TZVPD
O 1.392 -1.446 0.340
H -2.561 -1.225 -0.051
H 0.588 2.307 -0.798
H 2.551 0.205 -0.017
C -0.611 -0.655 0.040
N -1.944 -0.438 0.049
C 1.529 -0.054 0.260
N 0.012 -1.739 0.356
H 1.129 0.490 1.183
C 0.275 0.489 -0.306
N -0.163 1.626 -0.667
H -2.197 0.438 -0.388
```